Entry 1:
{"formula": "C3H6O2", "method": "ωB97M-V/def2-TZVPD", "elements": ["C", "C", "O", "C", "O", "H", "H", "H", "H", "H", "H"], "positions_angstrom": [[-1.14, -0.39, -0.03], [0.34, -0.89, 0.16], [1.37, 0.07, 0.00], [1.11, 1.39, -0.17], [1.96, 2.22, -0.13], [-1.48, 0.45, 0.58], [-1.32, -0.19, -1.08], [-1.79, -1.23, 0.26], [0.43, -1.30, 1.17], [0.54, -1.67, -0.58], [-0.01, 1.55, -0.19]], "lowdin_charge": [-0.091, -0.220, -0.036, -0.343, 0.098, 0.067, 0.075, 0.078, 0.118, 0.120, 0.134], "fmax_ev_per_a": 2.054, "smiles": "CCOC=O", "spin_multiplicity": 1, "charge": 0, "de_lowest_kj_mol": 97.5, "energy_ha": -268.36809, "e_homo_ev": -10.56, "homo_lumo_gap_ev": 11.396}

***

Entry 2:
{"formula": "C3H6O2", "method": "ωB97M-V/def2-TZVPD", "elements": ["C", "C", "O", "C", "O", "H", "H", "H", "H", "H", "H"], "positions_angstrom": [[0.45, -1.04, 0.99], [-0.31, 0.10, 0.53], [-1.20, 0.70, 1.06], [0.04, 0.45, -1.00], [-0.89, 1.31, -1.50], [-0.10, -2.03, 0.98], [1.39, -0.99, 0.44], [0.56, -1.12, 2.07], [0.08, -0.47, -1.64], [1.15, 0.98, -0.97], [-1.17, 2.09, -0.97]], "lowdin_charge": [-0.041, -0.462, 0.105, -0.242, -0.071, 0.125, 0.080, 0.089, 0.134, 0.164, 0.118], "fmax_ev_per_a": 3.195, "smiles": "CC(=O)CO", "spin_multiplicity": 1, "charge": 0, "de_lowest_kj_mol": 161.9, "energy_ha": -268.34355, "e_homo_ev": -9.55, "homo_lumo_gap_ev": 10.396}